ORCA calculation (ωB97M-V/def2-TZVPD) on H4O2Rb as an isolated structure.

Geometry as XYZ:
```
7
Properties=species:S:1:pos:R:3:forces:R:3:lowdin_charge:R:1
Rb -5.3534 -23.3788 -8.6065 0.2 0.1 -0.2 1.08
O -5.9434 -25.0292 -11.1460 -0.2 0.2 0.4 -0.11
H -6.6426 -25.1926 -10.5021 -0.1 -0.3 -0.4 0.01
H -6.3417 -25.2734 -11.9935 0.2 0.1 0.1 0.07
O -6.9963 -21.3269 -7.5542 -0.2 -0.2 0.1 -0.17
H -7.7542 -20.9296 -8.0065 0.2 0.0 0.2 0.06
H -7.2537 -21.4002 -6.6237 0.0 0.2 -0.2 0.06
```
Forces are in eV/Å.

Calculated values
- Calculated total energy: -4810.2374 eV
- Gap between HOMO and LUMO: 11.998 eV
- Energy relative to the best compared isomer or geometry (same formula, charge and spin): 7.99 kcal/mol
- Net charge: +1
- Highest occupied orbital energy: -15.91 eV
- LUMO energy: -3.91 eV

---

ORCA calculation (ωB97M-V/def2-TZVPD) on a 2-piece molecular cluster, H4O3Si overall in a non-equilibrium geometry.

Geometry as XYZ:
```
8
Properties=species:S:1:pos:R:3:forces:R:3:lowdin_charge:R:1
O -0.9983 1.4757 -1.0438 0.1 0.2 -1.8 -0.34
Si -1.1717 0.9204 0.3225 0.3 0.3 2.2 0.48
O 0.0039 0.2923 1.2602 -1.2 0.4 0.2 -0.16
H -2.3090 1.2929 1.1983 0.3 -0.4 -0.2 0.00
H 0.6201 -0.4058 1.0833 0.4 -0.5 0.2 0.03
O 1.1827 -1.4758 -0.7345 1.4 -1.4 -2.1 -0.09
H 0.9623 -0.5914 -0.4583 0.4 0.7 -1.3 -0.04
H 1.7101 -1.5082 -1.6276 -1.7 0.7 2.8 0.12
```
Forces are in eV/Å.

Calculated values
- Calculated total energy: -14085.5797 eV
- Gap between HOMO and LUMO: 11.016 eV
- Energy relative to the best compared isomer or geometry (same formula, charge and spin): 64.31 kcal/mol
- Highest occupied orbital energy: -11.10 eV
- LUMO energy: -0.08 eV